# 1
Density functional theory data (ωB97M-V/def2-TZVPD) for a molecular structure, C4H10N4 at a distorted geometry.

Element x y z (Å)
C (-0.929, 1.197, -0.701)
C (1.951, -0.322, 1.143)
N (0.470, 1.640, -0.535)
C (-1.181, -0.486, 0.039)
N (-1.280, -1.453, -0.921)
C (0.936, 0.396, -0.910)
N (1.412, -0.575, -0.168)
N (-1.948, -0.401, 1.025)
H (0.680, 1.891, 0.424)
H (-0.454, -1.737, -1.421)
H (-1.983, -2.162, -0.781)
H (-1.946, -0.364, 2.031)
H (-1.563, 1.796, -0.054)
H (-1.257, 1.264, -1.737)
H (0.765, 0.150, -1.955)
H (2.969, -0.711, 1.184)
H (2.014, 0.730, 1.449)
H (1.343, -0.852, 1.890)

Frontier orbital gap ... 8.8 eV
HOMO level ... -7.84 eV
LUMO level ... 0.922 eV
Relative energy (zero: lowest compared OMol25 entry of this formula, charge and spin) ... 4.340 eV

Mulliken analysis output, partial charges in e:
1 C -0.7375
2 C -0.7977
3 N -0.4289
4 C 0.3853
5 N -0.3732
6 C -0.1341
7 N -0.4267
8 N -0.5793
9 H 0.3393
10 H 0.2412
11 H 0.2631
12 H 0.2049
13 H 0.3960
14 H 0.3238
15 H 0.5001
16 H 0.3097
17 H 0.2497
18 H 0.2643

# 2
Density functional theory data (ωB97M-V/def2-TZVPD) for a single C24H25N3O2 molecule at a distorted geometry.

Element x y z (Å)
O (4.391, 4.772, -0.640)
C (3.120, 4.247, -0.329)
C (3.057, 3.685, 1.093)
C (1.667, 3.127, 1.381)
N (1.347, 2.079, 0.432)
C (0.108, 1.394, 0.760)
C (0.004, 0.100, 0.024)
C (1.045, -0.669, -0.446)
N (0.506, -1.728, -1.085)
C (1.206, -2.832, -1.686)
C (1.801, -3.735, -0.632)
C (3.151, -4.050, -0.634)
C (3.678, -4.875, 0.346)
C (2.858, -5.382, 1.339)
C (1.510, -5.066, 1.349)
C (0.982, -4.248, 0.367)
N (-0.814, -1.707, -1.048)
C (-1.157, -0.607, -0.381)
C (-2.541, -0.273, -0.156)
C (-3.120, 0.547, 0.772)
C (-4.523, 0.488, 0.539)
C (-5.648, 1.074, 1.117)
C (-6.884, 0.763, 0.596)
C (-7.021, -0.113, -0.483)
C (-5.923, -0.708, -1.073)
C (-4.679, -0.397, -0.549)
O (-3.476, -0.852, -0.959)
C (1.316, 2.615, -0.917)
C (2.692, 3.146, -1.303)
H (5.039, 4.061, -0.574)
H (2.440, 5.101, -0.419)
H (3.304, 4.466, 1.814)
H (3.789, 2.879, 1.190)
H (1.649, 2.699, 2.387)
H (0.927, 3.949, 1.345)
H (-0.775, 2.018, 0.533)
H (0.108, 1.194, 1.837)
H (2.103, -0.523, -0.372)
H (0.468, -3.380, -2.280)
H (1.989, -2.451, -2.348)
H (3.794, -3.654, -1.407)
H (4.730, -5.118, 0.335)
H (3.270, -6.023, 2.105)
H (0.867, -5.460, 2.123)
H (-0.069, -3.998, 0.369)
H (-2.624, 1.100, 1.543)
H (-5.545, 1.752, 1.951)
H (-7.771, 1.205, 1.026)
H (-8.008, -0.330, -0.862)
H (-6.020, -1.386, -1.905)
H (1.023, 1.814, -1.599)
H (0.571, 3.428, -1.006)
H (2.672, 3.535, -2.322)
H (3.416, 2.329, -1.258)

Frontier orbital gap ... 8.5 eV
HOMO level ... -7.82 eV
LUMO level ... 0.687 eV
SMILES ... OC1CCN(Cc2cn(Cc3ccccc3)nc2-c2cc3ccccc3o2)CC1
Relative energy (zero: lowest compared OMol25 entry of this formula, charge and spin) ... 1.873 eV

Mulliken analysis output, partial charges in e:
1 O -0.5638
2 C -0.1396
3 C -0.7520
4 C -0.6821
5 N 0.2379
6 C -1.2113
7 C 0.7670
8 C -0.8472
9 N 0.9310
10 C -1.2042
11 C 0.7207
12 C -0.5123
13 C -0.5336
14 C -0.4093
15 C -0.6067
16 C -0.2376
17 N -1.0904
18 C -0.0271
19 C 0.5079
20 C -1.0189
21 C 1.1279
22 C -0.6364
23 C -0.5553
24 C -0.3435
25 C -1.0264
26 C 0.1418
27 O -0.4631
28 C -0.7506
29 C -0.7852
30 H 0.3542
31 H 0.3222
32 H 0.3301
33 H 0.3215
34 H 0.4159
35 H 0.3868
36 H 0.5054
37 H 0.4327
38 H 0.5914
39 H 0.3075
40 H 0.4740
41 H 0.3265
42 H 0.3719
43 H 0.3760
44 H 0.3836
45 H 0.4102
46 H 0.5890
47 H 0.4258
48 H 0.3783
49 H 0.3701
50 H 0.4436
51 H 0.5118
52 H 0.3230
53 H 0.3157
54 H 0.2954

# 3
Density functional theory data (ωB97M-V/def2-TZVPD) for a molecular structure, C28H33AuN7O8S2.

Element x y z (Å)
Au (-0.866, 0.397, 0.333)
N (7.047, -0.519, 5.180)
C (6.240, -0.582, 4.037)
C (5.278, -1.581, 3.906)
C (4.518, -1.669, 2.752)
C (4.700, -0.761, 1.720)
C (5.666, 0.228, 1.837)
C (6.433, 0.315, 2.985)
S (3.729, -0.900, 0.238)
O (4.454, -0.220, -0.806)
O (3.507, -2.325, 0.071)
N (2.280, -0.279, 0.509)
C (2.122, 0.997, 0.809)
N (0.822, 1.450, 0.889)
C (0.616, 2.714, 1.274)
C (1.640, 3.581, 1.574)
C (2.923, 3.061, 1.432)
N (3.167, 1.827, 1.065)
H (6.631, -0.931, 6.000)
H (7.417, 0.398, 5.375)
H (5.135, -2.308, 4.697)
H (3.806, -2.477, 2.653)
H (5.803, 0.921, 1.020)
H (7.195, 1.082, 3.071)
H (-0.419, 3.023, 1.330)
H (1.450, 4.598, 1.881)
H (3.795, 3.681, 1.628)
C (-1.829, -5.720, 3.000)
C (-2.293, -4.487, 2.269)
C (-2.468, -3.284, 2.942)
C (-2.876, -2.130, 2.281)
C (-3.047, -0.836, 3.031)
C (-3.124, -2.191, 0.912)
C (-2.993, -3.394, 0.221)
C (-3.310, -3.465, -1.248)
C (-2.567, -4.525, 0.908)
C (-3.613, -0.978, 0.148)
O (-4.811, -0.890, -0.081)
O (-2.744, -0.121, -0.277)
H (-1.034, -5.486, 3.712)
H (-1.452, -6.470, 2.305)
H (-2.646, -6.175, 3.566)
H (-2.265, -3.236, 4.009)
H (-2.931, -0.989, 4.105)
H (-4.033, -0.408, 2.843)
H (-2.310, -0.097, 2.707)
H (-2.900, -2.604, -1.779)
H (-4.390, -3.447, -1.404)
H (-2.904, -4.375, -1.693)
H (-2.436, -5.456, 0.363)
C (6.199, -4.391, 1.365)
C (5.685, -5.797, 1.627)
S (4.032, -5.850, 2.285)
O (3.928, -4.880, 3.354)
O (3.712, -7.229, 2.570)
C (3.034, -5.294, 0.931)
C (1.566, -5.227, 1.347)
N (0.837, -4.309, 0.485)
C (0.492, -3.044, 0.823)
N (-0.029, -2.382, -0.196)
C (-0.017, -3.227, -1.244)
C (0.515, -4.428, -0.856)
N (0.645, -5.606, -1.621)
O (0.290, -5.562, -2.787)
O (1.102, -6.611, -1.082)
C (0.689, -2.475, 2.180)
H (7.207, -4.444, 0.954)
H (6.231, -3.815, 2.288)
H (5.573, -3.848, 0.655)
H (6.270, -6.320, 2.387)
H (5.665, -6.421, 0.733)
H (3.179, -5.990, 0.106)
H (3.386, -4.297, 0.658)
H (1.485, -4.833, 2.359)
H (1.106, -6.209, 1.315)
H (-0.392, -2.965, -2.219)
H (0.262, -3.115, 2.952)
H (0.194, -1.506, 2.207)
H (1.749, -2.322, 2.377)

Net charge ... -1
Frontier orbital gap ... 7.9 eV
HOMO level ... -5.90 eV
LUMO level ... 2.040 eV
Relative energy (zero: lowest compared OMol25 entry of this formula, charge and spin) ... 0.000 eV

Mulliken analysis output, partial charges in e:
1 Au 0.4015
2 N -0.6028
3 C 1.0792
4 C -1.2999
5 C 0.1852
6 C -0.0685
7 C -0.3394
8 C -0.7939
9 S 0.9797
10 O -0.7974
11 O -0.5880
12 N -0.2219
13 C 0.5107
14 N -0.4870
15 C 0.1983
16 C -0.9684
17 C 0.0479
18 N -0.3587
19 H 0.2363
20 H 0.2261
21 H 0.3433
22 H 0.1955
23 H 0.4912
24 H 0.2820
25 H 0.3353
26 H 0.3825
27 H 0.3958
28 C -1.8172
29 C 0.6907
30 C -0.7564
31 C 1.3747
32 C -1.6220
33 C 1.0469
34 C 0.8304
35 C -2.1063
36 C -0.4281
37 C -0.3879
38 O -0.6883
39 O -0.7435
40 H 0.3283
41 H 0.3238
42 H 0.4182
43 H 0.2837
44 H 0.4245
45 H 0.3932
46 H 0.1428
47 H 0.4074
48 H 0.4837
49 H 0.3504
50 H 0.3020
51 C -0.8569
52 C -0.6985
53 S 1.2993
54 O -0.6237
55 O -0.7269
56 C 0.2819
57 C -2.1081
58 N 1.5765
59 C 0.7673
60 N 0.3364
61 C -1.2503
62 C -0.3473
63 N 1.1574
64 O -0.6903
65 O -0.6823
66 C -1.4643
67 H 0.4521
68 H 0.1260
69 H 0.1867
70 H 0.4550
71 H 0.4191
72 H 0.7188
73 H -0.1574
74 H 0.7769
75 H 0.2071
76 H 0.6073
77 H 0.6478
78 H -0.0802
79 H -0.3449

# 4
Density functional theory data (ωB97M-V/def2-TZVPD) for 2 unconnected molecules or ions with the total composition C5H14NOS at a distorted geometry.

Element x y z (Å)
C (-1.190, 0.039, 2.093)
N (-1.157, -0.253, 0.641)
C (-0.255, 0.529, -0.233)
C (-0.529, 0.119, -1.656)
S (-0.125, 1.621, -2.736)
C (1.215, 0.313, 0.208)
C (-0.974, -1.200, 2.951)
H (-0.517, 0.839, 2.397)
H (-2.216, 0.329, 2.359)
H (-1.216, -1.255, 0.567)
H (-0.558, 1.554, -0.017)
H (0.157, -0.586, -2.138)
H (-1.591, -0.048, -1.808)
H (1.359, -0.776, 0.126)
H (1.451, 0.744, 1.190)
H (1.925, 0.857, -0.433)
H (-1.884, -1.820, 3.018)
H (-0.128, -1.848, 2.671)
H (-0.655, -0.944, 3.978)
H (1.836, 1.071, -4.742)
H (2.463, 0.262, -3.751)
O (2.591, 0.452, -4.686)

Net charge ... -2
Frontier orbital gap (spin up / spin down) ... 2.1 / 6.3 eV
HOMO level (spin up / spin down) ... 3.63 / -0.57 eV
LUMO level (spin up / spin down) ... 5.717 / 5.701 eV
Expectation value of S² ... 0.7507
Multiplicity ... 2
Relative energy (zero: lowest compared OMol25 entry of this formula, charge and spin) ... 0.718 eV

Mulliken analysis output, partial charges in e:
1 C -0.5506
2 N -0.3624
3 C 0.4110
4 C -0.8964
5 S -0.7995
6 C -1.4227
7 C -4.1893
8 H 0.3723
9 H 0.4638
10 H 0.4210
11 H 0.2105
12 H 0.2043
13 H 0.3677
14 H 0.3268
15 H 0.4161
16 H 0.3189
17 H 0.4380
18 H 0.6932
19 H 1.6183
20 H 0.3247
21 H 0.3112
22 O -0.6768

# 5
Density functional theory data (ωB97M-V/def2-TZVPD) for a molecular structure, C4H2CuO5 at a distorted geometry.

Element x y z (Å)
Cu (0.052, -0.585, -0.720)
O (-0.600, 3.433, 0.249)
C (-0.453, 2.343, -0.057)
C (1.776, -0.815, -0.159)
O (2.846, -1.058, 0.187)
C (-1.432, -1.374, -0.142)
O (-2.357, -1.983, 0.178)
C (0.001, -0.158, -2.440)
O (-0.026, -0.002, -3.587)
O (0.578, 0.507, 2.381)
H (-0.218, 0.860, 2.843)
H (0.859, -0.315, 2.852)

Net charge ... +2
Frontier orbital gap (spin up / spin down) ... 10.8 / 5.0 eV
HOMO level (spin up / spin down) ... -21.57 / -20.30 eV
LUMO level (spin up / spin down) ... -10.740 / -15.283 eV
Expectation value of S² ... 0.7679
Multiplicity ... 2
Relative energy (zero: lowest compared OMol25 entry of this formula, charge and spin) ... 0.000 eV

Mulliken analysis output, partial charges in e:
1 Cu -0.3288
2 O -0.0486
3 C 0.1067
4 C 0.6474
5 O 0.0013
6 C 0.6201
7 O 0.0181
8 C 0.6199
9 O 0.0082
10 O -0.4366
11 H 0.3973
12 H 0.3951

# 6
Density functional theory data (ωB97M-V/def2-TZVPD) for a molecular structure, C25H37CeN5P2 at a distorted geometry.

Element x y z (Å)
C (1.797, -4.238, 1.600)
C (1.160, -3.296, 0.772)
C (-0.196, -2.949, 1.031)
C (-0.892, -3.605, 2.083)
C (-0.241, -4.568, 2.862)
C (1.110, -4.879, 2.637)
C (-2.320, -3.165, 2.327)
C (-3.020, -2.903, 1.012)
C (-2.238, -2.279, 0.011)
C (-2.826, -1.952, -1.242)
C (-4.195, -2.197, -1.438)
C (-4.972, -2.801, -0.439)
C (-4.375, -3.167, 0.777)
H (2.845, -4.491, 1.399)
H (-0.794, -5.066, 3.667)
H (1.618, -5.622, 3.260)
H (-2.868, -3.899, 2.941)
H (-4.649, -1.938, -2.402)
H (-6.036, -2.996, -0.613)
H (-4.973, -3.644, 1.563)
N (-0.878, -2.005, 0.237)
Ce (-0.253, -0.019, 0.071)
C (1.895, -2.662, -0.380)
H (1.330, -2.792, -1.323)
H (2.902, -3.098, -0.501)
C (-1.957, -1.421, -2.353)
H (-1.123, -2.124, -2.545)
H (-2.533, -1.295, -3.287)
P (1.984, -0.823, -0.114)
P (-1.110, 0.183, -1.944)
C (-2.396, 1.475, -2.187)
H (-1.940, 2.471, -2.059)
H (-2.850, 1.398, -3.191)
H (-3.164, 1.336, -1.410)
C (0.011, 0.444, -3.388)
H (-0.570, 0.577, -4.318)
H (0.633, 1.337, -3.211)
H (0.669, -0.433, -3.495)
C (3.023, -0.689, 1.411)
H (3.906, -1.350, 1.361)
H (3.352, 0.357, 1.536)
H (2.407, -0.975, 2.279)
C (3.139, -0.215, -1.422)
H (3.188, 0.886, -1.374)
H (4.152, -0.634, -1.287)
H (2.757, -0.502, -2.414)
H (-2.299, -2.212, 2.903)
H (-1.817, 0.357, 0.361)
C (2.075, 2.445, 1.026)
N (0.845, 2.240, 0.242)
C (0.960, 2.982, -1.045)
N (1.236, 4.421, -0.824)
C (2.461, 4.574, -0.017)
N (2.306, 3.881, 1.276)
C (1.154, 4.450, 2.001)
N (-0.071, 4.316, 1.193)
C (-0.312, 2.888, 0.918)
C (0.108, 5.014, -0.089)
H (2.947, 2.059, 0.470)
H (1.974, 1.926, 2.004)
H (0.056, 2.885, -1.656)
H (1.778, 2.555, -1.656)
H (2.677, 5.653, 0.154)
H (3.338, 4.168, -0.569)
H (1.024, 3.937, 2.981)
H (1.340, 5.521, 2.237)
H (-1.242, 2.764, 0.320)
H (-0.513, 2.359, 1.877)
H (0.284, 6.100, 0.085)
H (-0.823, 4.947, -0.695)

Net charge ... +1
Frontier orbital gap (spin up / spin down) ... 6.3 / 7.0 eV
HOMO level (spin up / spin down) ... -9.16 / -9.98 eV
LUMO level (spin up / spin down) ... -2.855 / -3.003 eV
Expectation value of S² ... 0.7591
Multiplicity ... 2
Relative energy (zero: lowest compared OMol25 entry of this formula, charge and spin) ... 0.000 eV

Mulliken analysis output, partial charges in e:
1 C -0.9321
2 C 0.4037
3 C 0.7215
4 C 0.4359
5 C -0.9063
6 C -0.9253
7 C -1.0937
8 C 0.4629
9 C 0.5756
10 C 0.2146
11 C -0.9051
12 C -0.9189
13 C -0.9481
14 H 0.3961
15 H 0.4202
16 H 0.3876
17 H 0.5405
18 H 0.3907
19 H 0.3855
20 H 0.4227
21 N 0.7694
22 Ce -0.4268
23 C -0.9378
24 H 0.2109
25 H 0.6199
26 C -1.0405
27 H 0.3210
28 H 0.5828
29 P 1.2122
30 P 1.4321
31 C -1.4248
32 H 0.3632
33 H 0.4842
34 H 0.3172
35 C -1.3796
36 H 0.4863
37 H 0.2993
38 H 0.2658
39 C -1.5561
40 H 0.4458
41 H 0.4390
42 H 0.3361
43 C -1.1945
44 H 0.2091
45 H 0.4976
46 H 0.2903
47 H 0.2181
48 H 0.0747
49 C -0.7727
50 N 0.4716
51 C -0.5352
52 N 0.0999
53 C -0.6499
54 N 0.0641
55 C -0.6268
56 N 0.1179
57 C -0.9871
58 C -0.6438
59 H 0.2469
60 H 0.3068
61 H 0.2396
62 H -0.0394
63 H 0.3159
64 H 0.3028
65 H 0.3060
66 H 0.3100
67 H 0.3766
68 H 0.4296
69 H 0.3049
70 H 0.3193

# 7
Density functional theory data (ωB97M-V/def2-TZVPD) for 3 unconnected molecules or ions with the total composition C22H26BrF7N2O4 at a distorted geometry.

Element x y z (Å)
C (-5.495, 1.109, -1.594)
C (-4.309, 1.143, -2.643)
C (-3.068, 2.049, -2.241)
Br (-3.084, 2.421, -0.300)
C (-1.681, 1.481, -2.747)
C (-1.603, 0.487, -3.864)
N (-0.479, -0.076, -4.387)
C (0.624, 0.432, -3.709)
C (1.979, -0.103, -4.119)
C (3.227, 0.355, -3.534)
C (3.216, 1.403, -2.454)
C (4.544, 1.952, -1.825)
F (4.215, 2.506, -0.541)
C (5.637, 0.857, -1.563)
C (6.480, 0.450, -2.861)
C (1.906, 1.918, -2.030)
C (0.612, 1.438, -2.632)
N (-0.570, 1.976, -2.137)
H (-6.385, 0.662, -2.137)
H (-5.810, 2.125, -1.245)
H (-5.263, 0.391, -0.762)
H (-4.014, 0.073, -2.858)
H (-4.764, 1.516, -3.613)
H (-3.217, 3.043, -2.759)
H (-2.579, 0.166, -4.323)
H (2.018, -0.894, -4.917)
H (4.161, -0.108, -3.951)
H (4.966, 2.775, -2.478)
H (6.388, 1.329, -0.856)
H (5.242, -0.038, -0.997)
H (7.581, 0.603, -2.738)
H (6.238, -0.633, -3.088)
H (6.043, 1.034, -3.724)
H (1.947, 2.707, -1.231)
C (-5.957, -3.150, 4.059)
C (-6.477, -1.751, 3.799)
O (-6.648, -1.522, 2.391)
C (-7.774, -2.004, 1.850)
O (-8.620, -2.600, 2.453)
C (-7.843, -1.643, 0.365)
F (-6.678, -1.869, -0.278)
F (-8.138, -0.340, 0.176)
F (-8.776, -2.342, -0.294)
H (-5.039, -3.329, 3.494)
H (-5.753, -3.294, 5.121)
H (-6.680, -3.904, 3.741)
H (-5.748, -1.018, 4.148)
H (-7.408, -1.560, 4.337)
C (4.228, -1.122, 1.970)
C (4.718, 0.209, 2.506)
O (4.869, 0.156, 3.935)
C (5.999, -0.405, 4.385)
O (6.862, -0.855, 3.687)
C (6.046, -0.347, 5.913)
F (4.879, -0.714, 6.475)
F (6.312, 0.898, 6.353)
F (6.989, -1.149, 6.426)
H (3.308, -1.423, 2.476)
H (4.038, -1.060, 0.898)
H (4.961, -1.912, 2.146)
H (3.979, 0.982, 2.296)
H (5.651, 0.517, 2.030)

Frontier orbital gap ... 8.3 eV
HOMO level ... -9.02 eV
LUMO level ... -0.758 eV
SMILES ... CC[C@@H](Br)c1cnc2ccc([C@@H](F)CC)cc2n1.CCOC(=O)C(F)(F)F.CCOC(=O)C(F)(F)F

Mulliken analysis output, partial charges in e:
1 C -1.3914
2 C -0.3205
3 C -0.0724
4 Br -0.1223
5 C 0.4799
6 C -0.4115
7 N -0.6098
8 C 0.2413
9 C -0.6664
10 C -0.2352
11 C 0.6092
12 C 0.1937
13 F -0.3343
14 C -0.0074
15 C -1.1540
16 C -0.6272
17 C 0.3544
18 N -0.4418
19 H 0.3729
20 H 0.3717
21 H 0.3564
22 H 0.2539
23 H 0.3106
24 H 0.3212
25 H 0.3155
26 H 0.3374
27 H 0.1111
28 H 0.2337
29 H 0.3033
30 H -0.0535
31 H 0.3074
32 H 0.2930
33 H 0.3211
34 H 0.3609
35 C -1.0923
36 C -0.2264
37 O -0.2777
38 C 0.3063
39 O -0.5130
40 C 0.9441
41 F -0.2428
42 F -0.2429
43 F -0.2611
44 H 0.3020
45 H 0.3693
46 H 0.3168
47 H 0.3115
48 H 0.3155
49 C -1.1591
50 C -0.1215
51 O -0.3238
52 C 0.3643
53 O -0.5055
54 C 0.8591
55 F -0.2444
56 F -0.2508
57 F -0.2402
58 H 0.3441
59 H 0.3464
60 H 0.2981
61 H 0.2980
62 H 0.3253